A.
Here is an isolated molecule of C3H3NO2 from the Open Molecules 2025 dataset. Energies are from ωB97M-V/def2-TZVPD.

Summary:
Kohn-Sham gap in Ha: 0.3484
LUMO energy in Ha: -0.0304
Highest occupied orbital energy in hartree: -0.3788
Structure (SMILES): N#CC(=O)CO
M in Da: 85.06

Geometry as ORCA input:
```
! RIJCOSX wB97M-V def2-TZVPD def2/J DEFGRID3
* xyz 0 1
N 2.73 -1.20 0.17
C 1.86 -0.43 0.18
C 0.72 0.43 0.13
O 0.62 1.57 -0.09
C -0.73 -0.42 -0.04
O -1.77 0.40 0.49
H -0.54 -0.22 -1.14
H -1.23 -1.47 0.16
H -1.66 1.34 0.14
*
```

---

B.
Here is an isolated molecule of C3H3NO2 from the Open Molecules 2025 dataset. Energies are from ωB97M-V/def2-TZVPD.

Summary:
Kohn-Sham gap in Ha: 0.3497
LUMO energy in Ha: 0.0330
Highest occupied orbital energy in hartree: -0.3168
Structure (SMILES): Oc1cocn1
M in Da: 85.06

Geometry as ORCA input:
```
! RIJCOSX wB97M-V def2-TZVPD def2/J DEFGRID3
* xyz 0 1
O 0.63 0.53 -2.02
C 0.17 0.17 -0.77
C -0.81 -0.74 -0.28
O -0.93 -0.75 1.03
C 0.04 0.33 1.38
N 0.75 0.69 0.37
H 1.51 0.79 -1.59
H -1.57 -1.57 -0.61
H 0.23 0.55 2.49
*
```

---

C.
Here is an isolated molecule of C3H3NO2 from the Open Molecules 2025 dataset. Energies are from ωB97M-V/def2-TZVPD.

Summary:
Kohn-Sham gap (alpha / beta) in Ha: 0.3211 / 0.3211
LUMO energy (alpha / beta) in Ha: -0.0277 / -0.0277
Highest occupied orbital energy (alpha / beta) in hartree: -0.3487 / -0.3487
Structure (SMILES): C=C=C(O)N=O
M in Da: 85.06

Geometry as ORCA input:
```
! RIJCOSX wB97M-V def2-TZVPD def2/J DEFGRID3
* xyz 0 1
C 1.74 0.19 0.52
C 0.56 -0.27 0.22
C -0.70 -0.40 -0.12
O -1.49 -1.49 0.00
N -1.41 0.73 -0.70
O -0.76 1.72 -0.91
H 2.57 0.16 -0.19
H 1.93 0.63 1.50
H -2.37 -1.22 -0.32
*
```

---

Taking the most stable structure as the zero point, the relative energies in eV are A 0.642; B 0.000; C 2.351.

---

A.
Here is an isolated molecule of C3H3NO2 from the Open Molecules 2025 dataset. Energies are from ωB97M-V/def2-TZVPD.

Summary:
Kohn-Sham gap in Ha: 0.3544
LUMO energy in Ha: -0.0159
Highest occupied orbital energy in hartree: -0.3703
Structure (SMILES): C#CC(=O)NO
M in Da: 85.06

Geometry as ORCA input:
```
! RIJCOSX wB97M-V def2-TZVPD def2/J DEFGRID3
* xyz 0 1
C 2.32 -0.41 0.16
C 1.06 -0.07 -0.39
C -0.13 0.80 -0.18
O -0.05 1.96 -0.20
N -1.30 0.26 0.47
O -1.43 -1.03 -0.39
H 3.34 -0.97 0.21
H -1.91 1.00 0.05
H -1.88 -1.54 0.28
*
```

---

B.
Here is an isolated molecule of C3H3NO2 from the Open Molecules 2025 dataset. Energies are from ωB97M-V/def2-TZVPD.

Summary:
Kohn-Sham gap in Ha: 0.3869
LUMO energy in Ha: 0.0312
Highest occupied orbital energy in hartree: -0.3557
Structure (SMILES): Oc1ccon1
M in Da: 85.06

Geometry as ORCA input:
```
! RIJCOSX wB97M-V def2-TZVPD def2/J DEFGRID3
* xyz 0 1
O 2.00 -0.14 -0.06
C 0.70 -0.20 -0.08
C -0.10 0.87 0.01
C -1.30 0.36 -0.13
O -1.29 -0.98 0.02
N 0.01 -1.32 -0.06
H 2.28 -1.11 0.16
H 0.05 1.89 0.14
H -2.36 0.62 -0.01
*
```

---

Taking the most stable structure as the zero point, the relative energies in eV are A 3.955; B 0.000.

---

A.
Here is an isolated molecule of C3H3NO2 from the Open Molecules 2025 dataset. Energies are from ωB97M-V/def2-TZVPD.

Summary:
Kohn-Sham gap in Ha: 0.3848
LUMO energy in Ha: 0.0165
Highest occupied orbital energy in hartree: -0.3683
Structure (SMILES): O=C=NCC=O
M in Da: 85.06

Geometry as ORCA input:
```
! RIJCOSX wB97M-V def2-TZVPD def2/J DEFGRID3
* xyz 0 1
O 3.08 -0.32 0.05
C 1.99 -0.02 -0.13
N 0.84 0.52 -0.44
C -0.37 0.50 0.29
C -1.26 -0.61 -0.22
O -2.38 -0.86 0.10
H -0.67 1.55 -0.07
H -0.42 0.53 1.46
H -0.82 -1.30 -1.04
*
```

---

B.
Here is a 2-piece molecular cluster, C3H3NO2 overall from the Open Molecules 2025 dataset. Energies are from ωB97M-V/def2-TZVPD.

Summary:
Kohn-Sham gap (alpha / beta) in Ha: 0.3379 / 0.3379
LUMO energy (alpha / beta) in Ha: -0.0389 / -0.0389
Highest occupied orbital energy (alpha / beta) in hartree: -0.3768 / -0.3768
M in Da: 85.06

Geometry as ORCA input:
```
! RIJCOSX wB97M-V def2-TZVPD def2/J DEFGRID3
* xyz 0 1
C 1.66 -0.37 0.13
C -1.12 -0.61 0.32
C 0.26 -0.29 0.01
N 2.79 -0.31 0.27
O -0.47 -0.83 -0.94
O 0.12 1.86 -0.08
H -1.23 -1.49 0.80
H -1.81 0.12 0.43
H -0.19 1.94 -0.93
*
```

---

Taking the most stable structure as the zero point, the relative energies in eV are A 0.000; B 3.897.

---

A.
Here is a 2-piece molecular cluster, C3H3NO2 overall from the Open Molecules 2025 dataset. Energies are from ωB97M-V/def2-TZVPD.

Summary:
Kohn-Sham gap in Ha: 0.3257
LUMO energy in Ha: 0.0337
Highest occupied orbital energy in hartree: -0.2920
Structure (SMILES): OC1=CO1.C#N
M in Da: 85.06

Geometry as ORCA input:
```
! RIJCOSX wB97M-V def2-TZVPD def2/J DEFGRID3
* xyz 0 1
O 1.70 -0.20 0.28
C 0.92 0.66 -0.31
C 0.42 1.82 -0.51
O -0.64 1.16 0.09
H 1.36 -1.11 0.11
H 0.53 2.85 -0.83
C -1.46 -1.70 0.40
N -0.38 -2.10 0.35
H -2.47 -1.34 0.45
*
```

---

B.
Here is a 2-piece molecular cluster, C3H3NO2 overall from the Open Molecules 2025 dataset. Energies are from ωB97M-V/def2-TZVPD.

Summary:
Kohn-Sham gap in Ha: 0.3999
LUMO energy in Ha: 0.0224
Highest occupied orbital energy in hartree: -0.3775
M in Da: 85.06

Geometry as ORCA input:
```
! RIJCOSX wB97M-V def2-TZVPD def2/J DEFGRID3
* xyz 0 1
C 0.88 1.19 -0.02
C 1.16 -1.53 -0.54
C -1.37 0.00 0.07
N 0.06 0.34 0.15
O 2.00 -1.58 0.22
O 1.89 1.73 -0.15
H -1.45 -0.51 1.07
H -1.27 -0.65 -0.89
H -1.89 1.01 0.09
*
```

---

Taking the most stable structure as the zero point, the relative energies in eV are A 3.608; B 0.000.

---

A.
Here is a 7-piece molecular cluster, C28H35N7 overall from the Open Molecules 2025 dataset. Energies are from ωB97M-V/def2-TZVPD.

Summary:
Kohn-Sham gap in Ha: 0.2806
LUMO energy in Ha: 0.0142
Highest occupied orbital energy in hartree: -0.2663
Structure (SMILES): c1cc[nH]c1.c1cc[nH]c1.c1cc[nH]c1.c1cc[nH]c1.c1cc[nH]c1.c1cc[nH]c1.c1cc[nH]c1
M in Da: 469.64

Geometry as ORCA input:
```
! RIJCOSX wB97M-V def2-TZVPD def2/J DEFGRID3
* xyz 0 1
C -4.04 -3.92 -3.33
C -4.03 -4.81 -4.48
C -3.29 -4.04 -5.57
N -2.57 -2.95 -4.93
C -3.16 -2.72 -3.65
H -4.59 -4.05 -2.27
H -4.53 -5.76 -4.80
H -3.08 -4.32 -6.61
H -2.06 -2.26 -5.48
H -2.97 -1.73 -3.24
C 1.19 4.29 -0.12
C 1.74 5.40 -1.10
C 1.63 6.61 -0.25
N 1.22 6.23 1.07
C 0.99 4.90 1.24
H 1.11 3.33 -0.32
H 2.08 5.30 -2.05
H 1.83 7.59 -0.54
H 0.99 6.94 1.70
H 0.61 4.35 2.23
C -0.77 -2.78 3.66
C 0.62 -3.14 3.31
C 1.57 -2.02 3.70
N 0.72 -1.00 4.27
C -0.58 -1.38 4.19
H -1.54 -3.36 3.47
H 0.86 -4.04 2.77
H 2.68 -1.95 3.66
H 0.99 -0.10 4.46
H -1.20 -0.61 4.48
C -3.26 1.02 -4.02
C -4.53 0.67 -3.21
C -4.60 1.79 -2.14
N -3.55 2.63 -2.38
C -2.68 2.33 -3.47
H -2.96 0.37 -5.04
H -5.31 -0.07 -3.42
H -5.43 1.97 -1.31
H -3.52 3.62 -1.90
H -2.00 2.99 -3.95
C -0.93 -0.40 -1.10
C 0.15 0.53 -0.89
C 0.68 0.18 0.48
N 0.08 -0.85 0.97
C -0.87 -1.34 0.15
H -1.73 -0.29 -1.98
H 0.45 1.20 -1.51
H 1.56 0.49 1.04
H 0.17 -0.89 2.00
H -1.50 -2.21 0.36
C 3.98 -2.75 -1.97
C 3.87 -4.01 -0.97
C 2.72 -3.53 -0.07
N 2.24 -2.35 -0.42
C 2.97 -1.78 -1.41
H 4.87 -2.46 -2.52
H 4.49 -4.75 -0.95
H 2.29 -4.04 0.78
H 1.46 -1.64 -0.09
H 2.49 -0.94 -1.96
C 2.06 2.19 3.58
C 3.36 1.51 3.49
C 3.57 1.01 4.91
N 2.52 1.45 5.65
C 1.50 2.04 4.97
H 1.68 2.78 2.66
H 3.88 1.65 2.58
H 4.41 0.34 5.38
H 2.64 1.19 6.63
H 0.39 2.35 5.57
*
```

---

B.
Here is a 7-piece molecular cluster, C28H35N7 overall from the Open Molecules 2025 dataset. Energies are from ωB97M-V/def2-TZVPD.

Summary:
Kohn-Sham gap in Ha: 0.2843
LUMO energy in Ha: 0.0221
Highest occupied orbital energy in hartree: -0.2623
Structure (SMILES): c1cc[nH]c1.c1cc[nH]c1.c1cc[nH]c1.c1cc[nH]c1.c1cc[nH]c1.c1cc[nH]c1.c1cc[nH]c1
M in Da: 469.64

Geometry as ORCA input:
```
! RIJCOSX wB97M-V def2-TZVPD def2/J DEFGRID3
* xyz 0 1
C 24.52 31.82 19.14
C 26.09 31.69 18.90
C 26.72 32.39 20.18
N 25.64 32.94 20.82
C 24.39 32.67 20.33
H 23.70 31.62 18.62
H 26.59 31.21 18.17
H 27.65 32.37 20.46
H 25.64 33.49 21.70
H 23.44 32.93 20.94
C 21.84 32.97 15.92
C 22.03 33.44 14.48
C 21.16 34.68 14.38
N 20.53 34.85 15.59
C 20.80 33.75 16.47
H 22.23 32.06 16.36
H 22.67 33.19 13.85
H 20.92 35.43 13.61
H 20.00 35.77 15.55
H 20.29 34.20 17.56
C 28.74 29.36 16.79
C 29.42 30.22 17.78
C 29.11 31.70 17.30
N 28.43 31.56 16.01
C 28.01 30.28 15.68
H 28.89 28.25 17.00
H 30.23 29.97 18.42
H 29.46 32.42 17.75
H 28.19 32.32 15.54
H 27.50 30.12 14.79
C 26.57 36.82 17.25
C 25.30 36.67 16.62
C 24.45 35.59 17.29
N 25.37 34.97 18.11
C 26.56 35.66 18.24
H 27.37 37.53 17.16
H 24.99 37.24 15.82
H 23.45 35.16 17.10
H 25.13 34.01 18.61
H 27.18 35.32 19.03
C 26.64 31.95 24.07
C 25.12 32.12 24.28
C 24.79 33.60 24.16
N 25.92 34.20 23.86
C 27.06 33.46 23.73
H 27.26 31.16 24.17
H 24.46 31.29 24.50
H 23.90 34.08 24.42
H 26.11 35.13 23.81
H 28.05 33.76 23.43
C 20.82 30.85 20.04
C 20.07 31.86 20.90
C 19.07 32.48 19.92
N 19.21 31.94 18.70
C 20.23 31.01 18.63
H 21.68 30.19 20.28
H 20.28 32.17 21.86
H 18.31 33.37 20.11
H 18.57 32.23 17.99
H 20.48 30.58 17.73
C 31.49 29.82 22.41
C 30.52 30.62 21.40
C 29.16 30.20 21.74
N 29.16 29.18 22.73
C 30.56 28.90 23.08
H 32.50 29.82 22.12
H 30.53 31.48 20.68
H 28.24 30.56 21.39
H 28.29 28.74 23.16
H 30.62 28.06 23.97
*
```

---

Taking the most stable structure as the zero point, the relative energies in eV are A 0.000; B 1.096.

---

A.
Here is a 2-piece molecular cluster, C4H8O2 overall from the Open Molecules 2025 dataset. Energies are from ωB97M-V/def2-TZVPD.

Summary:
Kohn-Sham gap in Ha: 0.3910
LUMO energy in Ha: 0.0315
Highest occupied orbital energy in hartree: -0.3595
Structure (SMILES): CCC=O.C=O
M in Da: 88.11

Geometry as ORCA input:
```
! RIJCOSX wB97M-V def2-TZVPD def2/J DEFGRID3
* xyz 0 1
C -0.95 1.74 0.59
C -0.88 0.24 0.22
C 0.30 0.30 -0.69
O 1.45 0.25 -0.30
H -1.95 2.16 0.46
H -0.59 1.88 1.61
H -0.27 2.34 -0.04
H -0.69 -0.39 1.09
H -1.79 -0.14 -0.27
H 0.06 0.56 -1.74
C 1.33 -2.24 -0.23
O 1.87 -2.53 -1.27
H 0.23 -2.12 -0.15
H 1.87 -2.05 0.71
*
```

---

B.
Here is a 2-piece molecular cluster, C4H8O2 overall from the Open Molecules 2025 dataset. Energies are from ωB97M-V/def2-TZVPD.

Summary:
Kohn-Sham gap in Ha: 0.3851
LUMO energy in Ha: 0.0300
Highest occupied orbital energy in hartree: -0.3552
Structure (SMILES): C=CCC=O.O
M in Da: 88.11

Geometry as ORCA input:
```
! RIJCOSX wB97M-V def2-TZVPD def2/J DEFGRID3
* xyz 0 1
C -1.60 -0.76 -0.59
C -0.29 -0.67 -0.76
C 0.75 -1.05 0.26
C 1.72 0.10 0.49
O 2.84 0.11 0.04
H -2.30 -0.50 -1.38
H -2.03 -1.14 0.34
H 0.10 -0.31 -1.71
H 1.34 -1.90 -0.10
H 0.27 -1.32 1.21
H 1.32 0.96 1.07
O -0.64 2.22 0.76
H -1.06 1.45 0.34
H -0.43 2.80 0.02
*
```

---

Taking the most stable structure as the zero point, the relative energies in eV are A 0.684; B 0.000.

---

A.
Here is an isolated molecule of C4H8O2 from the Open Molecules 2025 dataset. Energies are from ωB97M-V/def2-TZVPD.

Summary:
Kohn-Sham gap in Ha: 0.3657
LUMO energy in Ha: 0.0332
Highest occupied orbital energy in hartree: -0.3325
M in Da: 88.11

Geometry as ORCA input:
```
! RIJCOSX wB97M-V def2-TZVPD def2/J DEFGRID3
* xyz 0 1
C -2.07 -0.32 0.67
C -0.99 0.00 -0.34
O 0.18 0.47 0.35
C 1.41 0.90 -0.73
O 1.08 1.39 -1.74
C 2.40 0.19 -0.01
H -1.76 -1.13 1.34
H -2.32 0.56 1.27
H -2.98 -0.65 0.14
H -0.73 -0.88 -0.95
H -1.29 0.80 -1.02
H 2.56 0.57 1.00
H 3.31 -0.05 -0.56
H 1.08 -0.32 0.42
*
```

---

B.
Here is C4H8O2 as an isolated structure from the Open Molecules 2025 dataset. Energies are from ωB97M-V/def2-TZVPD.

Summary:
Kohn-Sham gap in Ha: 0.3897
LUMO energy in Ha: 0.0326
Highest occupied orbital energy in hartree: -0.3570
M in Da: 88.11

Geometry as ORCA input:
```
! RIJCOSX wB97M-V def2-TZVPD def2/J DEFGRID3
* xyz 0 1
O 0.70 -0.87 1.93
C -0.31 -0.75 0.95
C 0.33 -0.35 -0.37
C -0.74 0.18 -1.33
O -0.49 1.53 -0.89
C 0.78 1.11 -0.36
H 0.28 -0.91 2.79
H -1.03 0.04 1.21
H -0.87 -1.70 0.82
H 1.03 -1.10 -0.74
H -0.49 0.06 -2.39
H -1.78 -0.13 -1.15
H 1.58 1.33 -1.07
H 1.01 1.56 0.61
*
```

---

Taking the most stable structure as the zero point, the relative energies in eV are A 1.388; B 0.000.